C18H19N3S | ωB97M-V/def2-TZVPD

Calculated values
Energy relative to the best compared isomer or geometry (same formula, charge and spin) ... 99.25 kJ/mol
HOMO energy ... -0.298 Ha
Structure (SMILES) ... CCn1c(SCc2cccc(C)c2)nnc1-c1ccccc1
LUMO level ... 0.63 eV

Structure (XYZ):
```
41
Properties=species:S:1:pos:R:3:forces:R:3
C 1.7301 1.4923 1.6173 -0.18 0.08 0.00
C 0.3860 2.1771 1.3928 0.45 0.09 0.40
N -0.2296 1.7292 0.1694 -0.48 -0.30 -0.65
C -1.3271 0.9217 0.0685 0.00 0.09 -0.05
S -2.2823 0.4499 1.4382 -0.36 -0.01 0.34
C -3.2784 -0.8715 0.6420 0.31 0.35 0.05
C -2.4748 -2.1219 0.5057 0.02 -0.15 -0.12
C -1.8942 -2.4561 -0.7106 -0.12 0.00 -0.01
C -1.1252 -3.6024 -0.8114 0.05 -0.10 -0.01
C -0.9301 -4.4134 0.2915 0.01 0.04 -0.02
C -1.5000 -4.0898 1.5181 -0.01 0.07 0.04
C -1.2978 -4.9795 2.7074 -0.04 -0.05 -0.04
C -2.2686 -2.9399 1.6106 0.04 -0.07 -0.15
N -1.5477 0.5876 -1.1745 -0.69 -0.36 0.65
N -0.5849 1.1473 -1.9153 0.87 0.53 -0.73
C 0.2061 1.8329 -1.1318 -0.36 -0.19 0.09
C 1.3702 2.5636 -1.6102 0.33 0.21 -0.13
C 1.7016 3.8343 -1.1483 -0.05 -0.11 -0.01
C 2.8133 4.4867 -1.6495 0.08 0.09 0.04
C 3.6004 3.8845 -2.6163 0.04 0.04 -0.02
C 3.2619 2.6297 -3.0970 0.05 0.02 -0.06
C 2.1526 1.9727 -2.6013 -0.07 0.01 0.11
H 2.1519 1.8156 2.5648 0.09 0.02 0.09
H 2.4254 1.7436 0.8192 0.06 0.00 -0.01
H 1.6017 0.4122 1.6418 -0.01 -0.08 0.01
H -0.3031 1.9325 2.2059 0.10 0.13 -0.10
H 0.5129 3.2622 1.3652 -0.12 -0.13 0.07
H -4.1330 -1.0023 1.3053 0.00 0.05 -0.06
H -3.5894 -0.4746 -0.3219 -0.14 -0.08 0.06
H -2.0339 -1.8100 -1.5634 -0.02 0.04 -0.04
H -0.6728 -3.8615 -1.7574 0.04 -0.03 -0.08
H -0.3268 -5.3060 0.2055 0.07 -0.09 -0.01
H -1.5505 -4.4617 3.6295 0.01 -0.01 0.09
H -1.9335 -5.8616 2.6257 -0.01 -0.08 0.08
H -0.2649 -5.3176 2.7642 0.05 -0.04 0.07
H -2.7124 -2.6678 2.5590 -0.04 0.01 0.13
H 1.0782 4.3307 -0.4196 -0.06 0.02 0.06
H 3.0625 5.4730 -1.2863 0.02 0.08 0.02
H 4.4697 4.3966 -3.0012 0.07 0.04 -0.03
H 3.8653 2.1630 -3.8614 0.05 -0.04 -0.06
H 1.8716 0.9987 -2.9701 -0.02 -0.10 -0.03
```
Forces are in eV/Å.


C18H19N5O | ωB97M-V/def2-TZVPD

Calculated values
Energy relative to the best compared isomer or geometry (same formula, charge and spin) ... 433.73 kJ/mol
HOMO energy ... -0.290 Ha
LUMO level ... -0.38 eV

Structure (XYZ):
```
43
Properties=species:S:1:pos:R:3:forces:R:3
C 4.7055 -0.1440 -1.3449 0.09 0.15 -0.51
C 3.6256 -0.7904 -0.4990 -0.48 0.08 0.33
N 2.3906 -0.0122 -0.5459 -0.06 -0.18 -0.44
C 1.2406 -0.5615 -0.9432 -0.97 0.51 0.73
C 0.0142 0.0932 -0.9317 0.88 0.07 -1.03
C -1.1941 -0.6389 -1.0200 0.57 -1.78 -0.82
C -2.4564 0.0771 -1.3019 -0.67 0.87 -0.05
C -3.3995 -0.4340 -2.2280 0.51 -0.09 0.57
C -4.5805 0.2554 -2.4808 0.00 0.38 -0.32
C -4.8457 1.4860 -1.8644 0.60 -0.25 0.00
C -3.8936 2.0368 -1.0037 0.23 -0.09 -0.12
C -2.6867 1.3689 -0.7687 -0.44 -0.70 0.42
C 2.4760 1.3909 -0.1605 -0.11 0.34 -0.40
C 3.9345 1.8064 -0.2174 0.81 0.04 -0.43
O 4.5634 1.2665 -1.3953 -0.30 0.18 0.51
H 5.7170 -0.4165 -0.9969 -0.31 0.00 -0.02
H 4.5694 -0.5046 -2.3723 0.28 0.19 0.10
H 3.3849 -1.7545 -0.9466 0.21 -0.18 0.49
H 3.9266 -0.8739 0.5558 -0.04 -0.28 -0.30
H 1.2836 -1.6364 -1.1408 -0.06 0.27 0.10
H -0.0221 1.1853 -0.9322 -0.03 -0.52 0.55
H -1.1492 -1.6277 -1.5424 0.02 0.95 0.54
H -3.1688 -1.3629 -2.7707 -0.23 0.37 0.41
H -5.2752 -0.1251 -3.2312 0.15 0.02 0.29
H -5.7458 2.0465 -2.0986 0.03 -0.21 0.09
H -4.0883 2.9988 -0.5204 0.14 -0.34 -0.22
H -1.9598 1.7946 -0.0729 -0.23 -0.13 -0.21
H 1.9261 1.9959 -0.8986 0.09 -0.24 0.24
H 2.0418 1.5657 0.8356 0.00 -0.16 -0.25
H 4.0275 2.8994 -0.3620 -0.06 -0.59 0.53
H 4.4715 1.4533 0.6886 -0.12 0.44 -0.37
C -0.8833 -1.2201 4.3125 0.05 -0.40 -1.55
N -0.1955 -0.0853 4.3496 0.70 0.68 0.53
C 0.3030 0.4552 3.2386 -0.57 -0.94 -1.15
N 0.1157 0.0094 1.9633 0.58 1.58 0.66
C -0.6418 -1.0534 1.8402 -1.25 -0.95 2.22
C -1.1113 -1.7813 3.0488 0.15 0.76 -1.97
N -1.8169 -2.8553 2.6124 -0.43 -0.91 -2.41
C -1.8204 -2.7698 1.2352 0.17 0.58 2.59
N -1.1823 -1.6615 0.7245 0.11 -0.10 0.51
H -1.2427 -1.6705 5.2413 0.09 0.20 -0.27
H 0.9077 1.3639 3.3180 -0.21 -0.33 0.19
H -2.2658 -3.5692 0.6265 0.12 0.72 0.23
```
Forces are in eV/Å.


C18H19N7Ru | ωB97M-V/def2-TZVPD

Calculated values
Charge ... +1
2S+1 ... 2
Energy relative to the best compared isomer or geometry (same formula, charge and spin) ... 334.07 kJ/mol
HOMO energy (spin up / spin down) ... -0.388 / -0.398 Ha
LUMO level (spin up / spin down) ... -4.67 / -4.37 eV

Structure (XYZ):
```
45
Properties=species:S:1:pos:R:3:forces:R:3
Ru -0.0481 1.3391 -0.7194 0.33 2.16 1.90
C -1.4901 2.8877 0.0025 0.53 -0.15 -0.56
C -1.7558 1.8864 0.9813 0.35 -0.19 0.64
C -0.6722 1.8714 1.8798 -0.84 -0.27 0.09
C 0.2869 2.8040 1.4387 -0.23 -0.19 -0.85
C -0.1909 3.4104 0.2517 -0.39 0.55 0.18
H -2.2235 3.3114 -0.6646 0.09 -0.19 -0.18
H -2.6966 1.3766 1.1196 0.11 -0.21 -0.17
H -0.6144 1.2753 2.7757 0.09 -0.15 -0.09
H 1.1872 3.0838 1.9646 0.17 -0.17 -0.16
H 0.2299 4.2918 -0.2067 0.10 -0.17 -0.16
C 0.8952 -1.4838 -1.1193 0.11 0.01 0.40
N 0.3153 -0.3298 -1.7897 -0.47 -0.23 -0.25
C 0.0914 -0.2667 -3.0793 0.04 0.35 0.04
C -0.3997 0.9572 -3.5403 -0.24 0.01 -0.21
C -0.7983 1.4615 -4.7877 0.04 -0.06 0.15
C -1.1926 2.7737 -4.5672 0.02 0.01 -0.03
C -1.0264 3.0266 -3.2008 0.07 0.10 -0.10
N -0.5508 1.9425 -2.5745 -0.08 -0.49 -0.10
C -0.2055 -1.8721 1.0956 -0.24 0.16 0.38
C -0.1432 -1.6785 2.4794 0.05 -0.01 -0.15
C -1.0822 -2.2577 3.3142 -0.07 -0.01 -0.02
C -2.1047 -3.0345 2.7894 -0.04 -0.02 0.02
C -2.1617 -3.2404 1.4203 0.05 -0.03 0.06
C -1.2184 -2.6775 0.5748 0.05 0.13 -0.07
H 1.9657 -1.5468 -1.3559 -0.11 0.03 -0.10
H 0.4243 -2.4220 -1.4080 0.00 0.04 0.10
H 0.2808 -1.1041 -3.7443 0.06 -0.03 0.04
H -0.7923 0.9230 -5.7202 0.01 0.00 -0.06
H -1.5641 3.4744 -5.2943 -0.01 0.02 -0.02
H -1.2364 3.9491 -2.6837 0.02 -0.02 0.08
H 0.6563 -1.0842 2.9015 0.00 0.02 0.02
H -1.0110 -2.1064 4.3830 0.00 0.02 0.02
H -2.8458 -3.4774 3.4393 0.00 -0.01 0.01
H -2.9551 -3.8394 0.9948 0.00 -0.03 0.00
H -1.3044 -2.8569 -0.4873 -0.01 0.05 -0.03
N 4.1163 -2.6285 1.9088 -0.28 0.21 0.76
N 3.1200 -1.9223 1.4716 -0.92 -0.26 -0.75
N 3.2578 -0.6803 1.6133 1.82 0.32 1.20
C 2.3340 0.2218 1.1961 -2.54 -1.01 -1.40
N 1.1644 0.0431 0.6144 1.48 0.72 0.13
N 0.7627 -1.2542 0.2923 0.46 -1.11 -0.24
H 4.7247 -2.2019 2.6072 0.21 0.15 -0.31
H 3.8768 -3.5986 2.0487 0.09 -0.08 -0.24
H 2.5944 1.2532 1.3846 0.11 0.02 0.01
```
Forces are in eV/Å.


C18H19O4S | ωB97M-V/def2-TZVPD

Calculated values
Charge ... -1
Energy relative to the best compared isomer or geometry (same formula, charge and spin) ... 0.45 kJ/mol
HOMO energy ... -0.110 Ha
LUMO level ... 2.75 eV

Structure (XYZ):
```
42
Properties=species:S:1:pos:R:3:forces:R:3
C -3.2008 0.3271 2.7614 0.04 -0.06 0.04
C -1.9143 1.1119 2.6887 0.13 -0.01 0.07
O -0.8227 0.1678 2.6644 0.03 0.79 -0.13
C 0.4139 0.7055 2.4540 0.90 0.34 -0.33
C 1.4404 -0.3790 2.3741 -0.40 0.16 -0.01
C 2.6815 -0.1673 1.9210 -0.47 0.18 0.87
O 0.6380 1.8970 2.3300 -0.72 -0.91 0.16
H -4.0193 1.0507 2.7610 -0.11 -0.16 0.03
H -3.3030 -0.3274 1.8857 -0.02 0.08 0.31
H -3.2387 -0.2587 3.6887 -0.08 0.03 -0.31
H -1.9143 1.7296 1.7769 0.29 -0.12 0.37
H -1.8160 1.7560 3.5773 0.11 -0.07 -0.41
H 1.0410 -1.3412 2.7006 0.48 0.05 -0.23
H 3.4230 -0.9674 1.8707 -0.25 0.21 -0.13
H 2.9901 0.8452 1.6627 -0.13 -0.16 -0.10
C 5.1497 -0.4839 -4.1038 -0.03 -0.02 0.14
C 5.8821 -1.6415 -3.8299 -0.07 0.13 0.22
C 6.0158 -2.0914 -2.5152 -0.24 0.24 -0.14
C 5.3903 -1.3875 -1.4834 0.10 0.27 -0.22
S 5.7223 -1.8439 0.2169 -1.82 -0.80 -0.33
C 4.2385 -2.5871 0.7368 0.59 -0.39 -0.72
C 4.2067 -3.6325 1.7171 -0.02 -0.04 0.26
C 3.1387 -4.5906 1.7870 0.44 0.30 -0.05
C 3.0229 -5.4803 2.8573 0.33 0.30 -0.11
C 3.9712 -5.4689 3.8950 -0.17 0.06 -0.01
C 5.0650 -4.5974 3.8102 -0.34 -0.14 -0.42
C 5.1928 -3.7301 2.7359 0.06 -0.16 0.16
O 6.7975 -2.8055 0.1016 0.85 0.01 0.52
O 5.9664 -0.5733 0.8756 0.42 0.00 0.28
C 4.6643 -0.2256 -1.7443 0.05 -0.11 -0.41
C 4.5372 0.2202 -3.0628 0.11 -0.18 0.13
H 5.0747 -0.1156 -5.1272 -0.02 -0.10 0.22
H 6.3759 -2.1920 -4.6293 -0.12 0.17 0.10
H 6.6311 -2.9597 -2.2931 -0.21 0.16 0.12
H 3.5018 -2.5910 -0.0645 0.12 0.02 0.11
H 2.4511 -4.6077 0.9342 0.02 -0.08 0.45
H 2.2013 -6.2063 2.8776 0.27 0.32 0.00
H 3.8545 -6.1118 4.7646 0.01 -0.01 -0.20
H 5.8384 -4.5966 4.5787 -0.19 -0.06 -0.11
H 6.0877 -3.1179 2.6779 -0.19 0.12 0.00
H 4.2383 0.3434 -0.9205 0.09 -0.16 -0.14
H 3.9817 1.1354 -3.2618 0.11 -0.19 -0.04
```
Forces are in eV/Å.


C18H20BrN3O9RuS2 | ωB97M-V/def2-TZVPD

Calculated values
Charge ... +2
Energy relative to the best compared isomer or geometry (same formula, charge and spin) ... 228.43 kJ/mol
HOMO energy (spin up / spin down) ... -0.506 / -0.506 Ha
LUMO level (spin up / spin down) ... -8.79 / -8.77 eV

Structure (XYZ):
```
54
Properties=species:S:1:pos:R:3:forces:R:3
Ru 0.5399 -0.7894 0.7708 0.22 -1.29 1.14
O -1.7245 -0.2241 4.3039 0.24 -0.01 -0.02
C -0.7652 -0.1970 3.4168 -0.23 0.28 0.10
O -0.0567 -1.1342 3.1014 0.23 -0.17 -0.92
C -0.5403 1.1526 2.8193 -0.14 -0.18 0.11
C -0.7960 2.3274 3.4996 -0.06 0.05 0.01
C -0.4057 3.5192 2.9149 -0.02 0.10 0.02
C 0.1967 3.4906 1.6659 -0.01 0.04 0.02
C 0.3880 2.2748 1.0378 0.00 0.05 -0.28
N 0.0372 1.1245 1.6193 0.12 -0.79 -0.61
C 1.0236 2.1070 -0.3130 -0.18 0.35 0.02
O 1.1663 3.1504 -1.1021 0.14 -0.20 0.00
O 1.4050 1.0201 -0.6775 -0.19 -0.67 0.26
H -1.8116 -1.1122 4.6887 -0.03 -0.12 0.06
H -1.2686 2.2975 4.4711 0.00 -0.02 0.00
H -0.5628 4.4604 3.4254 0.00 -0.02 -0.01
H 0.5291 4.4151 1.2115 -0.02 -0.01 0.00
H 0.7759 3.9654 -0.7651 -0.06 0.09 0.04
Br -3.0038 1.0410 -3.1550 0.14 -0.05 0.11
C -3.9476 0.0828 -1.8192 0.30 -0.09 0.18
C -5.3202 0.0476 -1.9822 -0.08 -0.04 0.04
C -6.1142 -0.6157 -1.0586 -0.09 0.04 -0.06
C -5.5445 -1.2489 0.0332 -0.07 -0.07 0.10
C -4.1759 -1.2115 0.2019 0.02 0.03 -0.09
C -3.3481 -0.5504 -0.7134 -0.09 -0.05 0.01
C -1.9002 -0.5987 -0.4149 0.65 0.77 -1.63
O -0.9993 -0.1779 -1.2030 -1.30 0.48 0.65
O -1.5133 -1.0892 0.7030 0.85 0.05 0.11
H -5.7679 0.5354 -2.8369 0.01 0.00 0.02
H -7.1870 -0.6338 -1.2001 0.02 -0.01 -0.01
H -6.1654 -1.7773 0.7447 0.02 0.03 -0.02
H -3.7147 -1.7120 1.0418 -0.03 0.00 -0.01
C 3.4757 -2.2815 3.1240 -0.18 -0.15 0.08
S 2.8205 -2.1169 1.5134 1.22 0.73 -0.49
O 3.7769 -2.5610 0.5394 -0.27 0.00 0.31
O 1.4917 -2.7709 1.4465 -1.17 0.79 -0.28
O 2.4921 -0.6345 1.3357 0.32 -0.13 -0.02
H 3.8068 -3.3137 3.2429 -0.01 0.07 0.01
H 2.6764 -2.0416 3.8247 0.11 -0.01 0.01
H 4.3123 -1.5904 3.2122 0.00 -0.04 -0.02
C 4.2561 -0.6467 -2.7930 -0.08 -0.09 0.03
N 3.1185 -1.3042 -2.1313 0.40 0.18 -0.14
C 1.8336 -1.1347 -2.3127 -0.37 0.18 0.10
S 0.7768 -2.1230 -1.2782 -0.31 0.09 1.02
N 1.2034 -0.3848 -3.1901 0.19 0.11 -0.24
C 1.7379 0.5114 -4.2254 -0.03 -0.10 0.10
H 5.1117 -0.7517 -2.1330 0.00 -0.01 0.03
H 4.0643 0.4090 -2.9444 -0.04 0.06 0.01
H 4.4927 -1.1273 -3.7399 -0.04 -0.02 -0.03
H 3.3663 -1.9429 -1.3819 -0.05 -0.05 0.08
H 0.2021 -0.3365 -3.0455 -0.08 -0.07 0.08
H 2.5923 0.0684 -4.7225 0.04 -0.05 -0.01
H 2.0081 1.4800 -3.8067 0.00 -0.01 0.05
H 0.9554 0.6539 -4.9645 -0.03 -0.01 0.01
```
Forces are in eV/Å.


C18H20Cl2O2S | ωB97M-V/def2-TZVPD

Calculated values
Energy relative to the best compared isomer or geometry (same formula, charge and spin) ... 0.00 kJ/mol
HOMO energy ... -0.318 Ha
Structure (SMILES) ... Cc1cc(C)c([C@@H](C)[C@H](Cl)S(=O)(=O)c2ccc(Cl)cc2)c(C)c1
LUMO level ... 0.07 eV

Structure (XYZ):
```
43
Properties=species:S:1:pos:R:3:forces:R:3
C 3.2429 -0.4406 0.4283 -0.27 0.08 -0.01
C 1.7742 -0.1481 0.7937 0.93 -0.37 0.19
C 1.3280 1.1590 0.9915 -0.30 0.09 -0.52
C 0.0082 1.4307 1.3614 -0.20 -0.65 1.30
C -0.4881 2.8507 1.3206 0.29 0.57 0.15
C -0.8326 0.3536 1.8274 0.98 -0.25 -1.21
C -2.1589 0.6248 2.5681 0.83 1.13 -2.11
C -3.3322 0.2122 1.6808 -1.62 0.46 -0.06
C -2.2535 0.4704 4.0431 -1.16 0.41 3.37
Cl -1.5019 -0.8982 4.9469 -0.32 0.49 -0.65
S -4.1206 0.6281 4.6243 0.16 0.89 -0.57
O -4.8373 -0.5800 4.2652 0.40 0.76 0.22
O -4.4765 1.9573 4.1109 0.20 -1.33 0.32
C -4.2615 0.8033 6.4283 0.06 -0.32 0.49
C -4.5596 -0.3530 7.1522 0.23 -0.08 0.28
C -4.7421 -0.3048 8.5389 -0.09 -0.32 0.10
C -4.6574 0.9028 9.2376 0.29 0.02 -1.65
Cl -4.8978 0.9521 10.9326 0.01 0.02 0.23
C -4.3645 2.0679 8.5172 -0.01 -0.15 -0.52
C -4.1964 2.0265 7.1125 0.30 -0.28 0.50
C -0.4663 -0.9300 1.3405 0.47 0.00 1.18
C -1.4011 -2.1053 1.3949 -0.03 -0.84 0.35
C 0.8630 -1.1910 0.9306 -0.44 0.47 -0.27
H 3.3930 -1.5294 0.3443 -0.04 0.43 -0.09
H 3.5098 0.0369 -0.5359 -0.14 -0.30 0.46
H 3.9733 -0.0777 1.1802 -0.58 -0.06 -0.27
H 2.0132 1.9985 0.8015 -0.39 -0.38 0.00
H 0.3197 3.5548 1.0811 -0.03 -0.27 0.20
H -1.2168 3.0040 0.5197 -0.16 -0.24 0.13
H -0.9418 3.1847 2.2593 0.06 0.03 -0.15
H -2.1407 1.7286 2.6675 -0.64 -0.42 -1.20
H -4.1868 0.8285 1.9863 -0.14 -0.54 0.12
H -3.2131 0.5677 0.6628 0.70 -0.02 -0.23
H -3.6558 -0.8434 1.5899 0.47 0.67 0.59
H -1.9706 1.4487 4.5380 0.49 -1.43 -0.29
H -4.6249 -1.3040 6.6253 -0.03 0.22 0.17
H -4.9392 -1.2257 9.1004 0.02 0.39 -0.33
H -4.2540 3.0007 9.0673 -0.11 -0.11 -0.29
H -3.9723 2.9410 6.5749 -0.08 -0.07 0.02
H -0.8331 -3.0427 1.3263 -0.03 0.23 0.11
H -1.9824 -2.1544 2.3229 0.12 0.06 -0.17
H -2.1103 -2.1566 0.5627 0.09 0.35 0.03
H 1.1719 -2.2291 0.7153 -0.26 0.66 0.08
```
Forces are in eV/Å.